Entry 1:
Here is an isolated molecule of C15H23N3O at a distorted geometry from the OMol25 dataset. Energies are from ωB97M-V/def2-TZVPD.

Last column: natural (NBO) charge in e.
Atoms and positions in Å:
C -1.571 0.787 -5.219  -0.61
C -0.326 1.943 -4.639  -0.20
N 0.040 1.526 -3.266  -0.48
C -1.036 1.781 -2.198  -0.27
C -0.011 1.901 -0.903  -0.20
N 0.524 0.676 -0.710  -0.57
C 0.311 -0.500 0.209  0.72
O 0.839 -1.487 0.260  -0.57
C -0.763 0.331 1.402  -0.04
N -0.129 1.050 2.160  -0.85
C -1.316 -1.105 2.225  -0.43
C -0.149 -1.518 3.124  -0.04
C 0.644 -2.596 3.003  -0.20
C 1.672 -2.820 4.057  -0.14
C 1.473 -2.471 5.311  -0.29
C 0.596 -1.422 5.465  -0.16
C -0.417 -1.086 4.532  -0.23
C 1.560 0.350 -1.701  -0.23
C 0.736 0.185 -3.138  -0.21
H -1.772 1.126 -6.328  0.18
H -2.322 0.968 -4.719  0.16
H -1.214 -0.172 -5.158  0.19
H -0.836 2.757 -4.838  0.20
H 0.375 1.332 -5.281  0.22
H -1.183 2.826 -2.491  0.22
H -1.625 0.860 -2.178  0.21
H -1.021 1.977 -0.211  0.21
H 0.675 2.616 -1.016  0.20
H -1.779 0.672 0.901  0.19
H 0.377 1.954 1.704  0.38
H 0.467 0.625 2.836  0.40
H -2.249 -0.807 2.630  0.22
H -1.299 -1.965 1.455  0.22
H 0.666 -2.997 2.101  0.21
H 2.454 -3.706 3.712  0.21
H 2.119 -2.423 6.081  0.22
H 0.531 -0.822 6.396  0.20
H -0.761 -0.161 4.686  0.19
H 1.986 -0.858 -1.626  0.23
H 2.394 1.134 -1.806  0.20
H 1.391 0.100 -3.825  0.18
H -0.049 -0.562 -2.998  0.17

Properties
SMILES string: CCN1CCN(C(=O)[C@H](N)Cc2ccccc2)CC1
Energy above the lowest of the compared OMol25 structures with the same formula, charge and spin: 13.471 eV
HOMO: -7.44 eV
LUMO level: 0.0286 hartree

Entry 2:
Here is C48H41AuF4N8O3PS as an isolated structure from the OMol25 dataset. Energies are from ωB97M-V/def2-TZVPD.

Last column: Mulliken charge in e.
Atoms and positions in Å:
Au 0.157 0.171 0.323  3.29
C -0.320 -3.510 -1.450  -1.53
C 1.012 -2.850 -1.793  0.33
C 0.877 -1.823 -2.900  -1.28
C 1.734 -2.335 -0.539  0.13
C 2.352 -3.521 0.212  -0.77
O 1.771 -3.466 1.527  -0.45
C 0.941 -2.458 1.596  1.53
N 0.858 -1.724 0.522  -0.28
C 0.234 -2.385 2.884  0.02
C 0.361 -3.491 3.729  -0.72
C -0.271 -3.517 4.962  -0.77
C -1.028 -2.435 5.377  -0.82
C -1.161 -1.332 4.548  -1.08
C -0.540 -1.302 3.302  0.77
P -0.857 0.198 2.384  0.23
C -2.616 0.401 2.191  1.36
C -3.264 -0.323 1.188  -0.68
C -4.645 -0.291 1.102  -0.77
C -5.381 0.462 2.008  -0.73
C -4.742 1.163 3.020  -1.05
C -3.360 1.129 3.124  -0.26
C -0.052 1.526 3.241  1.43
C -0.581 2.822 3.278  -0.63
C 0.078 3.807 3.990  -0.96
C 1.277 3.518 4.630  -0.79
C 1.827 2.244 4.562  -0.91
C 1.164 1.244 3.877  -0.70
H -0.694 -4.072 -2.304  0.46
H -1.069 -2.761 -1.183  0.09
H -0.236 -4.211 -0.617  0.46
H 1.682 -3.630 -2.172  0.56
H 0.181 -1.038 -2.619  -0.21
H 0.493 -2.295 -3.803  0.56
H 1.843 -1.376 -3.143  0.36
H 2.490 -1.596 -0.794  0.44
H 3.433 -3.475 0.321  0.31
H 2.062 -4.480 -0.213  0.45
H 0.956 -4.335 3.419  0.60
H -0.164 -4.386 5.597  0.47
H -1.515 -2.443 6.343  0.49
H -1.755 -0.490 4.884  0.46
H -2.693 -0.918 0.485  0.39
H -5.154 -0.850 0.330  0.53
H -6.459 0.492 1.930  0.46
H -5.319 1.732 3.735  0.50
H -2.877 1.656 3.935  0.50
H -1.507 3.046 2.768  0.47
H -0.343 4.801 4.055  0.55
H 1.785 4.291 5.191  0.45
H 2.763 2.029 5.057  0.52
H 1.588 0.248 3.843  0.34
C 3.825 2.438 -3.589  -1.12
N 3.277 1.820 -2.391  0.11
C 3.997 1.624 -1.142  -0.51
C 2.924 1.002 -0.268  -0.03
O 3.028 0.636 0.877  -0.55
N 1.764 0.894 -1.019  0.19
C 2.027 1.398 -2.243  -0.81
N 1.110 1.495 -3.205  0.08
H 4.829 2.788 -3.365  0.40
H 3.225 3.300 -3.887  0.36
H 3.887 1.721 -4.408  0.35
H 4.353 2.564 -0.716  0.43
H 4.845 0.945 -1.256  0.40
H 0.208 1.069 -3.063  -0.08
H 1.374 1.749 -4.143  0.31
C 1.346 8.354 -0.915  -1.51
C 0.775 6.972 -0.868  0.82
C 0.604 6.225 -2.031  -0.91
C 0.046 4.957 -1.988  -0.60
C -0.357 4.437 -0.761  0.45
C -0.194 5.163 0.420  -0.27
C 0.379 6.414 0.355  -0.86
S -1.121 2.871 -0.807  0.76
C -2.757 3.214 -0.193  -0.75
O -0.483 2.105 0.413  -0.86
H 1.863 8.541 -1.854  0.39
H 2.041 8.518 -0.093  0.39
H 0.546 9.091 -0.820  0.33
H 0.905 6.643 -2.982  0.41
H -0.088 4.386 -2.897  0.50
H -0.492 4.744 1.373  -0.07
H 0.521 6.983 1.265  0.47
H -2.681 3.645 0.803  0.29
H -3.322 2.284 -0.177  -0.04
H -3.216 3.924 -0.882  0.55
F -6.524 -0.415 -4.168  -0.30
C -5.639 -1.308 -4.583  -0.25
C -5.997 -2.234 -5.498  0.40
F -7.222 -2.225 -5.965  -0.26
C -5.079 -3.255 -5.988  0.05
C -3.737 -3.170 -5.425  0.12
C -3.399 -2.238 -4.515  0.17
F -2.149 -2.205 -4.039  -0.02
C -4.316 -1.248 -4.015  0.50
C -3.957 -0.314 -3.073  0.58
C -2.661 -0.183 -2.482  0.31
N -1.728 0.091 -1.860  -0.12
C -4.813 0.708 -2.548  -0.68
N -5.352 1.582 -2.032  -0.56
F -2.822 -4.027 -5.825  -0.29
C -5.448 -4.218 -6.883  1.40
C -4.556 -5.234 -7.359  -0.22
N -3.887 -6.082 -7.746  -0.39
C -6.763 -4.327 -7.440  -0.25
N -7.791 -4.473 -7.928  -0.36

Properties
Charge: +3
HOMO (alpha / beta): -15.38 / -15.38 eV
LUMO level (alpha / beta): -0.3366 / -0.3365 hartree

Entry 3:
Here is C5H13AsO5 as an isolated structure at a distorted geometry from the OMol25 dataset. Energies are from ωB97M-V/def2-TZVPD.

Last column: natural (NBO) charge in e.
Atoms and positions in Å:
C -0.297 -1.292 -2.809  -0.64
C 0.573 -1.782 -1.644  -0.07
O -0.179 -2.256 -0.539  -0.58
C -0.783 -1.180 0.211  -0.12
C -0.020 -0.992 1.532  -0.07
O -0.401 0.123 2.268  -0.88
As -0.384 1.925 1.505  1.08
O 1.002 2.337 2.791  -1.10
C 0.955 1.489 -0.056  0.57
O 0.410 1.599 -1.168  -0.81
O 2.141 1.135 0.212  -0.80
H -0.685 -2.136 -3.404  0.16
H 0.284 -0.627 -3.458  0.21
H -1.146 -0.712 -2.429  0.23
H 1.241 -0.970 -1.328  0.21
H 1.191 -2.632 -1.975  0.14
H -0.754 -0.252 -0.367  0.22
H -1.828 -1.462 0.399  0.15
H -0.189 -1.903 2.143  0.12
H 1.057 -0.967 1.273  0.17
H -1.390 2.203 2.665  -0.19
H -1.612 1.632 0.538  -0.20
H -0.436 3.478 1.057  -0.24
H 1.249 3.245 2.581  0.43

Properties
Charge: -2
HOMO: 0.67 eV
LUMO level: 0.2200 hartree

| no. | total energy (eV) |
| --- | --- |
| 1 | -22433.50088 |
| 2 | -103164.59790 |
| 3 | -76467.80873 |